{
  "formula": "C30H66N11O7P3",
  "method": "ωB97M-V with the def2-TZVPD basis set",
  "species": ["N", "C", "C", "C", "C", "C", "C", "C", "C", "O", "N", "C", "C", "C", "O", "O", "C", "O", "H", "H", "H", "H", "H", "H", "H", "H", "H", "H", "H", "H", "O", "P", "N", "C", "C", "N", "C", "C", "N", "C", "C", "H", "H", "H", "H", "H", "H", "H", "H", "H", "H", "H", "H", "H", "H", "H", "H", "H", "H", "O", "P", "N", "C", "C", "N", "C", "C", "N", "C", "C", "H", "H", "H", "H", "H", "H", "H", "H", "H", "H", "H", "H", "H", "H", "H", "H", "H", "H", "O", "P", "N", "C", "C", "N", "C", "C", "N", "C", "C", "H", "H", "H", "H", "H", "H", "H", "H", "H", "H", "H", "H", "H", "H", "H", "H", "H", "H"],
  "xyz": [[1.812, -0.194, -2.069], [0.399, -0.124, -1.704], [-0.501, 0.284, -2.861], [-0.275, -0.108, -4.177], [-1.123, 0.272, -5.209], [-2.234, 1.072, -4.984], [-2.462, 1.462, -3.687], [-1.615, 1.075, -2.646], [-2.195, 1.653, -1.383], [-1.678, 1.925, -0.336], [-3.561, 1.920, -1.713], [-4.618, 1.080, -1.176], [-4.587, -0.387, -1.695], [-5.840, -0.759, -2.442], [-5.846, -1.070, -3.605], [-6.966, -0.730, -1.691], [-3.572, 2.282, -3.090], [-4.283, 3.094, -3.611], [2.030, -1.019, -2.610], [2.003, 0.639, -2.617], [0.068, -1.057, -1.249], [0.309, 0.678, -0.972], [0.576, -0.733, -4.412], [-0.905, -0.063, -6.215], [-2.901, 1.382, -5.775], [-4.559, 1.097, -0.091], [-5.565, 1.526, -1.478], [-3.761, -0.603, -2.366], [-4.498, -1.059, -0.840], [-7.644, -1.258, -2.133], [2.956, -1.328, 0.667], [4.202, -0.936, 1.404], [4.491, -2.414, 2.254], [4.924, -2.545, 3.626], [4.833, -3.560, 1.419], [3.378, 0.254, 2.400], [3.084, 0.056, 3.806], [2.159, 0.756, 1.761], [5.693, -0.206, 1.701], [6.865, -0.833, 1.092], [6.008, 0.879, 2.612], [5.949, -2.185, 3.817], [4.895, -3.596, 3.915], [4.251, -2.048, 4.317], [5.852, -3.506, 1.009], [4.138, -3.635, 0.582], [4.751, -4.489, 1.983], [2.426, -0.810, 3.974], [2.583, 0.943, 4.201], [3.987, -0.058, 4.407], [1.326, 0.054, 1.889], [2.295, 0.930, 0.697], [1.848, 1.707, 2.205], [7.300, -1.600, 1.744], [7.641, -0.097, 0.880], [6.608, -1.303, 0.141], [6.168, 0.506, 3.628], [5.236, 1.641, 2.621], [6.927, 1.380, 2.295], [0.954, 3.329, -2.803], [2.082, 4.296, -2.665], [3.413, 3.300, -3.099], [4.753, 3.374, -2.561], [3.349, 2.711, -4.433], [1.977, 4.618, -0.962], [2.997, 4.147, -0.041], [0.664, 4.315, -0.387], [2.775, 5.791, -2.984], [3.114, 6.077, -4.378], [3.234, 6.795, -2.042], [5.299, 4.294, -2.827], [5.341, 2.534, -2.933], [4.766, 3.265, -1.481], [3.534, 3.439, -5.234], [2.365, 2.270, -4.603], [4.080, 1.908, -4.538], [3.049, 3.050, -0.055], [2.758, 4.464, 0.977], [3.983, 4.570, -0.238], [0.520, 3.244, -0.208], [-0.141, 4.661, -1.030], [0.568, 4.834, 0.571], [4.128, 5.743, -4.626], [3.054, 7.145, -4.585], [2.418, 5.584, -5.058], [4.249, 6.577, -1.696], [2.572, 6.889, -1.188], [3.253, 7.777, -2.521], [-3.934, -3.717, 0.642], [-4.705, -4.156, 1.841], [-5.488, -2.695, 2.280], [-5.808, -2.253, 3.619], [-6.336, -2.117, 1.246], [-3.386, -4.583, 2.888], [-3.072, -3.801, 4.071], [-2.137, -4.866, 2.180], [-5.750, -5.236, 2.591], [-7.119, -5.289, 2.080], [-5.531, -6.024, 3.790], [-6.574, -2.861, 4.126], [-6.184, -1.230, 3.582], [-4.930, -2.204, 4.255], [-7.274, -2.670, 1.100], [-5.807, -2.108, 0.297], [-6.593, -1.081, 1.471], [-2.794, -2.767, 3.825], [-2.232, -4.261, 4.597], [-3.893, -3.792, 4.789], [-1.614, -3.953, 1.875], [-2.313, -5.467, 1.292], [-1.475, -5.433, 2.839], [-7.771, -4.568, 2.587], [-7.551, -6.281, 2.215], [-7.146, -5.077, 1.010], [-5.745, -5.440, 4.691], [-4.523, -6.418, 3.843], [-6.197, -6.891, 3.794]],
  "orbital_gap_ev": 8.49,
  "e_homo_ev": -7.995,
  "energy_ev": -90768.6802
}

---

{
  "formula": "C21H37Cl2CoN2O4",
  "method": "ωB97M-V with the def2-TZVPD basis set",
  "species": ["O", "C", "C", "C", "H", "C", "H", "C", "H", "C", "H", "C", "H", "H", "C", "C", "H", "H", "H", "C", "C", "H", "H", "H", "H", "Co", "Cl", "Cl", "C", "O", "N", "C", "C", "H", "H", "H", "H", "H", "H", "H", "H", "H", "C", "C", "N", "H", "C", "O", "H", "H", "H", "H", "C", "C", "O", "C", "C", "H", "H", "H", "H", "H", "H", "H", "H", "H", "H"],
  "xyz": [[-0.205, -0.730, -2.715], [-0.981, 0.045, -3.355], [-1.337, -0.387, -4.710], [-0.571, -1.404, -5.326], [0.317, -1.775, -4.811], [-0.979, -1.927, -6.547], [-0.370, -2.700, -7.016], [-2.141, -1.460, -7.170], [-2.479, -1.905, -8.104], [-2.894, -0.442, -6.572], [-3.782, -0.054, -7.077], [-2.500, 0.094, -5.345], [-3.086, 0.868, -4.834], [-1.492, 0.892, -2.828], [0.230, 2.647, -2.878], [-0.435, 2.019, -1.723], [0.785, 3.572, -2.615], [-0.518, 2.896, -3.658], [0.956, 1.942, -3.316], [-0.437, 2.353, -0.424], [0.084, 3.640, 0.187], [-0.728, 1.642, 0.361], [-0.101, 4.487, -0.485], [1.159, 3.583, 0.412], [-0.424, 3.828, 1.138], [-0.059, -0.514, -0.930], [2.073, 0.223, -0.842], [-2.218, -0.200, -0.491], [2.744, 1.215, 2.331], [1.625, 1.184, 2.839], [3.913, 1.237, 3.017], [3.921, 1.308, 4.465], [5.186, 1.407, 2.341], [2.884, 1.227, 1.228], [2.929, 1.056, 4.847], [4.206, 2.314, 4.800], [4.668, 0.606, 4.852], [5.041, 1.205, 1.274], [5.926, 0.712, 2.754], [5.567, 2.429, 2.468], [-3.118, 1.166, 5.545], [-4.913, -0.311, 4.421], [-2.860, 1.555, 4.553], [-4.619, 0.167, 3.477], [-3.233, 0.600, 3.524], [-1.785, 1.737, 4.484], [-2.282, 0.054, 2.731], [-1.062, 0.224, 2.856], [-4.720, -0.558, 2.657], [-2.706, -0.582, 1.927], [-3.410, 2.493, 4.410], [-5.292, 1.015, 3.296], [0.050, -2.956, 2.344], [0.736, -1.970, 1.443], [0.212, -2.096, 0.085], [0.615, -3.329, -0.561], [2.106, -3.533, -0.506], [-1.036, -2.880, 2.249], [0.327, -2.708, 3.369], [0.374, -3.979, 2.135], [0.550, -0.935, 1.769], [1.822, -2.139, 1.380], [0.065, -4.113, -0.036], [0.261, -3.247, -1.605], [2.420, -3.889, 0.480], [2.380, -4.302, -1.226], [2.640, -2.613, -0.747]],
  "orbital_gap_ev": [7.11, 7.44],
  "s2": 6.020,
  "e_homo_ev": [-7.822, -8.173],
  "multiplicity": 5,
  "energy_ev": -96217.2808
}

---

{
  "formula": "C7H10",
  "method": "ωB97M-V with the def2-TZVPD basis set",
  "species": ["C", "C", "C", "C", "C", "C", "C", "H", "H", "H", "H", "H", "H", "H", "H", "H", "H"],
  "xyz": [[0.299, -0.687, -1.707], [1.137, -0.235, -0.534], [0.715, 0.882, 0.377], [-0.757, 1.295, 0.327], [-1.477, 0.123, 0.955], [-0.641, -0.876, 1.250], [0.774, -0.534, 0.914], [0.168, 0.118, -2.441], [0.776, -1.530, -2.218], [-0.694, -1.011, -1.382], [2.209, -0.241, -0.734], [1.462, 1.610, 0.682], [-1.082, 1.429, -0.716], [-0.962, 2.242, 0.839], [-2.552, 0.112, 1.114], [-0.937, -1.822, 1.694], [1.563, -0.873, 1.581]],
  "orbital_gap_ev": 9.97,
  "e_homo_ev": -8.777,
  "relative_energy_ev": 1.1446,
  "energy_ev": -7419.8902
}

---

{
  "formula": "C30H48AsCl2N2OPSSbSi2Tc",
  "method": "ωB97M-V with the def2-TZVPD basis set",
  "species": ["Tc", "Cl", "C", "C", "C", "Cl", "C", "C", "C", "C", "N", "C", "C", "O", "H", "H", "H", "H", "S", "C", "N", "C", "Si", "C", "C", "As", "Si", "C", "C", "C", "H", "H", "H", "H", "H", "H", "H", "H", "H", "H", "H", "H", "H", "H", "H", "H", "H", "H", "C", "P", "C", "C", "C", "C", "C", "C", "C", "H", "H", "H", "H", "H", "H", "H", "H", "H", "H", "H", "C", "C", "Sb", "C", "C", "C", "C", "H", "H", "H", "H", "H", "H", "H", "H", "H", "H", "H", "H", "H", "H", "H"],
  "xyz": [[0.281, -0.083, 0.610], [-1.860, -3.823, 3.166], [-2.337, -2.164, 3.153], [-3.392, -1.756, 3.986], [-3.786, -0.450, 4.027], [-5.090, 0.024, 5.061], [-3.126, 0.522, 3.236], [-3.439, 1.897, 3.225], [-2.720, 2.749, 2.435], [-1.677, 2.240, 1.650], [-1.361, 0.962, 1.625], [-2.072, 0.089, 2.406], [-1.663, -1.274, 2.342], [-0.675, -1.619, 1.546], [-3.888, -2.492, 4.603], [-4.242, 2.262, 3.851], [-2.933, 3.808, 2.411], [-1.093, 2.903, 1.026], [1.375, 0.252, 2.782], [2.980, 0.521, 2.369], [4.076, 0.717, 2.053], [-2.158, 2.328, -3.574], [-2.555, 0.605, -2.985], [-2.572, -0.466, -4.512], [-4.153, 0.694, -2.016], [-1.122, -0.528, -1.395], [-2.020, -2.769, -1.709], [-3.888, -2.682, -1.738], [-1.335, -3.352, -3.358], [-1.578, -3.912, -0.300], [-2.958, 2.551, -4.288], [-1.214, 2.408, -4.110], [-2.200, 3.089, -2.802], [-3.156, 0.051, -5.278], [-3.009, -1.453, -4.372], [-1.563, -0.595, -4.908], [-4.978, 0.852, -2.716], [-4.121, 1.559, -1.350], [-4.382, -0.187, -1.422], [-4.340, -2.074, -2.518], [-4.293, -2.378, -0.772], [-4.208, -3.718, -1.901], [-2.155, -3.575, -4.044], [-0.764, -4.270, -3.213], [-0.683, -2.632, -3.851], [-2.483, -4.128, 0.270], [-0.858, -3.499, 0.401], [-1.201, -4.858, -0.695], [1.712, -2.822, -1.309], [2.124, -1.562, -0.060], [3.566, -0.785, -0.837], [2.778, -2.554, 1.306], [1.900, -3.378, 2.012], [2.367, -4.166, 3.049], [3.711, -4.130, 3.399], [4.585, -3.304, 2.709], [4.123, -2.518, 1.663], [0.944, -3.488, -0.934], [2.606, -3.409, -1.525], [1.366, -2.343, -2.225], [4.309, -1.537, -1.104], [4.011, -0.056, -0.162], [3.232, -0.281, -1.745], [0.843, -3.380, 1.776], [1.679, -4.799, 3.593], [4.075, -4.742, 4.214], [5.629, -3.264, 2.987], [4.816, -1.864, 1.154], [4.636, 2.774, -0.435], [3.337, 2.663, -1.225], [1.572, 2.250, -0.079], [1.909, 3.573, 1.570], [2.243, 5.019, 1.222], [0.204, 3.226, -1.402], [0.105, 4.745, -1.435], [5.425, 3.180, -1.069], [4.973, 1.813, -0.051], [4.534, 3.434, 0.427], [3.402, 1.914, -2.014], [3.100, 3.611, -1.716], [2.742, 3.102, 2.098], [1.047, 3.494, 2.234], [3.017, 5.089, 0.455], [2.623, 5.533, 2.106], [1.377, 5.572, 0.869], [-0.763, 2.773, -1.196], [0.506, 2.842, -2.380], [-0.299, 5.143, -0.504], [-0.553, 5.070, -2.243], [1.075, 5.214, -1.597]],
  "orbital_gap_ev": [5.22, 5.36],
  "total_charge": 1,
  "s2": 0.798,
  "e_homo_ev": [-10.247, -10.279],
  "multiplicity": 2,
  "energy_ev": -167413.1631
}

---

{
  "formula": "C43H42BCdN9S",
  "method": "ωB97M-V with the def2-TZVPD basis set",
  "species": ["Cd", "C", "C", "C", "C", "N", "N", "B", "N", "N", "C", "C", "C", "C", "C", "C", "C", "C", "C", "C", "N", "N", "C", "C", "C", "C", "C", "C", "C", "C", "C", "C", "C", "C", "C", "C", "C", "C", "H", "H", "H", "H", "H", "H", "H", "H", "H", "H", "H", "H", "H", "H", "H", "H", "H", "H", "H", "H", "H", "H", "H", "H", "H", "H", "H", "H", "C", "C", "C", "C", "C", "C", "C", "C", "N", "H", "H", "H", "H", "H", "H", "H", "H", "H", "C", "C", "C", "C", "N", "C", "S", "N", "H", "H", "H", "H", "H"],
  "xyz": [[0.679, 1.465, 0.301], [1.698, 1.062, -5.178], [0.756, 1.141, -4.021], [-0.329, 1.976, -3.881], [-0.851, 1.667, -2.619], [-0.133, 0.718, -2.027], [0.857, 0.395, -2.896], [1.759, -0.856, -2.725], [0.909, -2.151, -2.758], [-0.181, -2.340, -2.000], [-0.665, -3.529, -2.317], [0.129, -4.139, -3.312], [1.126, -3.222, -3.563], [2.274, -3.341, -4.512], [-1.881, -4.032, -1.659], [-2.528, -3.252, -0.699], [-3.669, -3.713, -0.066], [-4.195, -4.961, -0.383], [-3.559, -5.744, -1.336], [-2.411, -5.284, -1.966], [2.666, -0.793, -1.490], [2.198, -1.097, -0.260], [3.239, -1.069, 0.562], [4.409, -0.714, -0.146], [3.998, -0.543, -1.449], [4.812, -0.117, -2.626], [3.099, -1.424, 1.984], [1.859, -1.805, 2.490], [1.706, -2.113, 3.832], [2.802, -2.062, 4.684], [4.045, -1.694, 4.189], [4.191, -1.371, 2.846], [-2.040, 2.251, -1.983], [-2.327, 3.606, -2.128], [-3.454, 4.151, -1.532], [-4.309, 3.345, -0.791], [-4.029, 1.993, -0.648], [-2.901, 1.447, -1.242], [1.290, 1.641, -6.008], [1.856, 0.038, -5.513], [2.674, 1.479, -4.919], [-0.688, 2.706, -4.587], [2.472, -0.896, -3.687], [0.012, -5.103, -3.781], [2.230, -4.314, -5.003], [3.232, -3.258, -3.997], [2.250, -2.567, -5.282], [-2.105, -2.289, -0.448], [-4.144, -3.096, 0.687], [-5.087, -5.322, 0.116], [-3.955, -6.721, -1.587], [-1.919, -5.907, -2.703], [5.412, -0.598, 0.229], [5.871, -0.247, -2.398], [4.645, 0.937, -2.863], [4.575, -0.695, -3.520], [1.005, -1.813, 1.827], [0.720, -2.342, 4.218], [2.676, -2.275, 5.740], [4.900, -1.632, 4.853], [5.157, -1.053, 2.473], [-1.628, 4.240, -2.661], [-3.649, 5.213, -1.621], [-5.181, 3.775, -0.311], [-4.683, 1.359, -0.060], [-2.671, 0.394, -1.141], [1.492, 1.510, 4.969], [0.256, 0.741, 4.614], [-0.532, 0.167, 5.585], [-1.671, -0.592, 5.281], [-2.000, -0.725, 3.931], [-1.251, -0.162, 2.915], [-1.673, -0.335, 1.488], [-0.033, 0.591, 3.189], [0.811, 1.091, 2.323], [1.584, 1.629, 6.054], [1.488, 2.491, 4.485], [2.385, 1.004, 4.586], [-0.244, 0.302, 6.627], [-2.278, -1.041, 6.059], [-2.887, -1.297, 3.656], [-2.621, -0.880, 1.432], [-0.928, -0.863, 0.878], [-1.822, 0.639, 1.005], [-2.170, 3.413, 2.345], [-1.418, 4.285, 1.388], [-1.613, 5.661, 1.288], [-0.835, 6.327, 0.358], [0.099, 5.749, -0.387], [0.251, 4.421, -0.211], [1.500, 3.555, -1.035], [-0.526, 3.689, 0.615], [-2.604, 3.998, 3.156], [-1.507, 2.648, 2.753], [-2.976, 2.898, 1.818], [-2.338, 6.179, 1.901], [-0.958, 7.399, 0.211]],
  "orbital_gap_ev": 4.13,
  "total_charge": -2,
  "e_homo_ev": 0.023,
  "relative_energy_ev": 0.1765,
  "energy_ev": -74764.1984
}

---

{
  "formula": "C31H44KN7O4S",
  "method": "ωB97M-V with the def2-TZVPD basis set",
  "species": ["K", "O", "C", "N", "C", "C", "C", "C", "C", "C", "N", "C", "C", "C", "C", "C", "N", "H", "H", "H", "H", "H", "H", "H", "H", "H", "H", "C", "C", "N", "C", "C", "S", "C", "C", "N", "H", "H", "H", "H", "H", "H", "H", "H", "H", "H", "H", "H", "H", "H", "O", "C", "C", "C", "C", "C", "C", "C", "C", "N", "H", "H", "H", "H", "H", "H", "H", "H", "H", "H", "H", "O", "C", "O", "C", "N", "C", "C", "C", "H", "H", "H", "H", "H", "H", "H", "H", "H"],
  "xyz": [[-0.205, -0.196, 0.006], [-3.226, -1.818, 3.102], [-2.270, -1.268, 2.511], [-2.262, -0.752, 1.293], [-3.560, -0.953, 0.682], [-3.674, -0.628, -0.786], [-4.938, -0.737, -1.378], [-5.094, -0.480, -2.720], [-3.978, -0.111, -3.468], [-2.770, -0.023, -2.812], [-2.605, -0.271, -1.504], [-0.973, -1.190, 3.325], [-1.094, -1.367, 4.706], [0.032, -1.353, 5.503], [1.273, -1.182, 4.903], [1.304, -1.017, 3.534], [0.221, -1.005, 2.744], [-4.339, -0.380, 1.206], [-3.888, -1.994, 0.810], [-5.784, -1.028, -0.766], [-6.069, -0.562, -3.187], [-4.052, 0.108, -4.526], [-1.867, 0.261, -3.343], [-2.086, -1.528, 5.101], [-0.050, -1.484, 6.575], [2.191, -1.178, 5.476], [2.270, -0.874, 3.047], [-0.748, 3.522, 0.936], [-0.076, 2.861, 2.148], [1.069, 2.053, 1.759], [2.320, 2.729, 1.493], [2.435, 3.428, 0.127], [1.876, 2.463, -1.315], [0.485, 3.470, -1.916], [-0.915, 2.996, -1.477], [-0.934, 2.537, -0.109], [-1.681, 3.999, 1.259], [-0.117, 4.323, 0.550], [0.175, 3.631, 2.891], [-0.802, 2.184, 2.605], [1.207, 1.310, 2.427], [2.552, 3.492, 2.254], [3.106, 1.975, 1.551], [1.895, 4.374, 0.120], [3.486, 3.672, -0.036], [0.671, 4.502, -1.617], [0.539, 3.455, -3.006], [-1.620, 3.817, -1.682], [-1.213, 2.152, -2.102], [-1.719, 1.930, 0.088], [2.245, -0.458, 0.177], [3.412, -0.911, -0.506], [3.881, -2.281, -0.037], [2.745, -3.304, 0.122], [1.850, -3.420, -1.087], [2.296, -4.002, -2.272], [1.422, -4.115, -3.338], [0.126, -3.638, -3.200], [-0.231, -3.061, -1.991], [0.605, -2.954, -0.955], [2.240, -0.808, 1.075], [4.225, -0.187, -0.393], [3.145, -0.939, -1.561], [4.400, -2.189, 0.922], [4.622, -2.645, -0.756], [2.103, -3.035, 0.961], [3.179, -4.281, 0.349], [3.314, -4.370, -2.345], [1.743, -4.579, -4.263], [-0.598, -3.729, -4.002], [-1.232, -2.665, -1.833], [2.284, -0.831, -3.828], [1.033, -0.389, -3.732], [0.522, -0.087, -2.684], [0.302, -0.273, -5.071], [1.196, -0.667, -6.171], [1.454, 0.508, -7.037], [1.118, 1.699, -6.145], [-0.081, 1.187, -5.343], [-0.570, -0.925, -4.998], [0.841, -1.457, -6.688], [2.410, -0.980, -4.792], [0.806, 0.501, -7.916], [2.487, 0.514, -7.379], [0.890, 2.593, -6.724], [1.953, 1.927, -5.476], [-0.990, 1.228, -5.947], [-0.256, 1.736, -4.419]],
  "orbital_gap_ev": 7.17,
  "e_homo_ev": -7.049,
  "relative_energy_ev": 0.0000,
  "energy_ev": -78644.0306
}